A cluster of 2 separate species, C8H14BIO5 in total at a distorted geometry. Source: OMol25; level of theory: wB97M-V/def2-TZVPD.

Structure (ORCA input):
```
! RIJCOSX wB97M-V def2-TZVPD def2/J DEFGRID3
* xyz 0 1
C 1.56925 -0.39851 -0.37861
C 1.01943 -1.23966 -1.53528
C 0.88433 -2.74339 -1.18831
I 2.20029 -3.96798 -2.37360
B -0.61854 -3.15028 -1.36196
C -1.63185 -2.81125 -0.19276
C -2.71815 -1.78285 -0.45404
O -3.74701 -1.74669 0.20031
O -2.48773 -0.81580 -1.38663
H 1.32791 -0.81058 0.58748
H 1.16260 0.59738 -0.48190
H 2.63796 -0.30539 -0.51214
H 0.03745 -0.85773 -1.80028
H 1.63370 -1.10623 -2.41212
H 1.20605 -2.87687 -0.16552
H -0.96011 -3.70150 -2.36147
H -1.09834 -2.53082 0.70791
H -2.18465 -3.71495 0.04008
H -2.01030 -1.15960 -2.14362
C -0.00006 2.84563 1.09818
C -0.04241 4.33540 1.36664
O 0.53588 4.42022 2.67268
C 1.31476 3.32834 2.87131
O 2.05561 3.18292 3.78012
O 1.12200 2.42322 1.87756
H 0.15589 2.60662 0.04990
H -0.89365 2.33046 1.45521
H 0.57751 4.90317 0.67047
H -1.04784 4.74671 1.37038
*
```

Values from the calculation:
HOMO in eV: -9.6
Orbital gap in eV: 9.2
E_LUMO in eV: -0.37
Energy relative to the best compared isomer or geometry (same formula, charge and spin) in kcal/mol: 3.11
F_max in eV/A: 2.2
SMILES string: CC[C@H](I)BCC(=O)O.O=C1OCCO1

Computed Löwdin charges, given in elementary charges:
1 C -0.07
2 C -0.30
3 C -0.72
4 I 0.83
5 B -0.23
6 C -0.05
7 C -0.49
8 O 0.10
9 O 0.09
10 H 0.08
11 H 0.05
12 H 0.08
13 H 0.08
14 H 0.08
15 H 0.06
16 H 0.08
17 H 0.12
18 H 0.12
19 H 0.09
20 C -0.13
21 C -0.12
22 O 0.06
23 C -0.57
24 O 0.18
25 O 0.05
26 H 0.12
27 H 0.14
28 H 0.13
29 H 0.13

=====

The molecule C4H7N3S at a distorted geometry. Source: OMol25; level of theory: wB97M-V/def2-TZVPD.

Structure (ORCA input):
```
! RIJCOSX wB97M-V def2-TZVPD def2/J DEFGRID3
* xyz 0 1
C -1.15437 0.31422 -0.16556
C -0.54943 1.75554 0.12159
C 1.02529 1.48673 -0.05712
C 1.10303 -0.06772 -0.04361
H -3.19190 -1.09575 1.13123
H -3.67213 -1.29677 -0.47013
H -0.57599 1.83181 1.38325
H -0.95537 2.82557 -0.41324
H 1.67385 1.98387 0.59180
H 1.31780 1.79687 -1.15507
H -0.07378 -1.67352 -0.36454
N -2.83848 -1.18899 0.10331
N -2.39875 0.07041 0.05568
N -0.02828 -0.56588 -0.45611
S 2.48681 -0.84459 0.14030
*
```

Values from the calculation:
HOMO in eV: -8.5
Orbital gap in eV: 8.9
E_LUMO in eV: 0.43
Energy relative to the best compared isomer or geometry (same formula, charge and spin) in kcal/mol: 87.72
F_max in eV/A: 6.1
SMILES string: N/N=C1/CCC(=S)N1

Computed Löwdin charges, given in elementary charges:
1 C -0.28
2 C -0.10
3 C -0.20
4 C -0.96
5 H 0.13
6 H 0.08
7 H 0.16
8 H 0.17
9 H 0.07
10 H 0.15
11 H 0.20
12 N -0.05
13 N -0.09
14 N 0.05
15 S 0.68

=====

A structure of composition C18H16BCrF4N4S. Source: OMol25; level of theory: wB97M-V/def2-TZVPD.

Structure (ORCA input):
```
! RIJCOSX wB97M-V def2-TZVPD def2/J DEFGRID3
* xyz -1 5
Cr -0.72646 1.42061 0.47956
N -0.16417 1.14319 -3.73550
C -0.09367 0.88733 -2.37739
S 0.52143 2.19728 -1.35215
N -0.43094 -0.26934 -1.93522
N -0.32012 -0.28538 -0.53610
C 0.61609 -1.08651 -0.03337
C 1.12839 -2.26911 -0.77547
C 0.56240 -3.52283 -0.58038
C 1.05711 -4.63063 -1.25639
C 2.11816 -4.48894 -2.13762
C 2.68201 -3.23580 -2.34315
C 2.19077 -2.13211 -1.66476
C 1.21199 -0.65179 1.16560
C 2.17706 -1.38626 1.90305
C 2.82330 -0.79955 2.94822
C 2.51364 0.53603 3.29506
C 1.53727 1.18107 2.57893
N 0.87688 0.63333 1.55031
H -0.40743 2.10613 -3.91696
H -0.82599 0.51870 -4.17752
H -0.27582 -3.62416 0.09790
H 0.60687 -5.60283 -1.09900
H 2.50176 -5.35123 -2.66878
H 3.50304 -3.11817 -3.03928
H 2.61541 -1.14938 -1.82656
H 2.39820 -2.40053 1.59992
H 3.57157 -1.35024 3.50485
H 3.01526 1.04626 4.10410
H 1.25152 2.19028 2.83662
C -2.71202 1.41656 2.15320
C -1.45386 1.78591 2.66932
C -1.07885 3.01055 2.05833
C -2.14222 3.39408 1.19775
C -3.14487 2.42767 1.27747
H -3.24765 0.51075 2.39420
H -0.89071 1.23817 3.40691
H -0.20083 3.59774 2.27949
H -2.14761 4.24955 0.53965
H -4.03254 2.39813 0.66879
F -4.60782 1.23109 -1.44119
B -3.46520 1.90087 -1.87314
F -3.60655 3.28065 -1.70577
F -3.15394 1.58523 -3.19413
F -2.35087 1.46765 -1.03937
*
```

Values from the calculation:
HOMO (spin up / spin down) in eV: -3.3 / -5.3
Orbital gap (spin up / spin down) in eV: 5.9 / 7.5
E_LUMO (spin up / spin down) in eV: 2.68 / 2.22
Energy relative to the best compared isomer or geometry (same formula, charge and spin) in kcal/mol: 31.65
<S²>: 6.079
F_max in eV/A: 0.2

Computed Löwdin charges, given in elementary charges:
1 Cr 0.67
2 N 0.06
3 C -0.84
4 S 0.66
5 N 0.03
6 N -0.11
7 C -0.22
8 C -0.19
9 C -0.03
10 C -0.09
11 C -0.11
12 C -0.09
13 C -0.02
14 C -0.20
15 C -0.02
16 C -0.09
17 C -0.09
18 C -0.15
19 N -0.01
20 H 0.07
21 H 0.09
22 H 0.12
23 H 0.10
24 H 0.09
25 H 0.10
26 H 0.12
27 H 0.11
28 H 0.10
29 H 0.09
30 H 0.10
31 C -0.12
32 C -0.22
33 C -0.24
34 C -0.14
35 C -0.13
36 H 0.10
37 H 0.10
38 H 0.09
39 H 0.11
40 H 0.10
41 F 0.12
42 B -1.24
43 F 0.12
44 F 0.12
45 F -0.01

=====

A cluster of 3 separate species, H5NO5 in total at a distorted geometry. Source: OMol25; level of theory: wB97M-V/def2-TZVPD.

Structure (ORCA input):
```
! RIJCOSX wB97M-V def2-TZVPD def2/J DEFGRID3
* xyz 0 1
N -1.64565 1.20308 0.35292
O -0.45117 -1.10276 -0.99974
O -1.48019 0.02550 0.59955
O 0.00030 -2.19412 -0.23716
H -0.63442 -2.23353 0.49303
H -2.61130 1.40080 -0.01787
H 0.50397 1.51896 0.11746
O 1.23886 1.08642 -0.34880
O 1.98066 0.51594 0.72281
H 2.80355 0.24660 0.29347
H 0.29537 -0.46692 -0.97571
*
```

Values from the calculation:
HOMO in eV: -9.9
Orbital gap in eV: 9.3
E_LUMO in eV: -0.57
Energy relative to the best compared isomer or geometry (same formula, charge and spin) in kcal/mol: 0.00
F_max in eV/A: 2.4
SMILES string: N=O.OO.OO

Computed Löwdin charges, given in elementary charges:
1 N 0.04
2 O -0.13
3 O -0.06
4 O -0.06
5 H 0.08
6 H 0.08
7 H 0.06
8 O -0.11
9 O -0.06
10 H 0.10
11 H 0.06

=====

> What is the formula in the second record?

C4H7N3S

=====

> Look up the F_max of the fourth one.

2.4 eV/A

=====

What did the first record say?
A cluster of 2 separate species, C8H14BIO5 in total at a distorted geometry. Source: OMol25; level of theory: wB97M-V/def2-TZVPD.

Structure (ORCA input):
```
! RIJCOSX wB97M-V def2-TZVPD def2/J DEFGRID3
* xyz 0 1
C 1.56925 -0.39851 -0.37861
C 1.01943 -1.23966 -1.53528
C 0.88433 -2.74339 -1.18831
I 2.20029 -3.96798 -2.37360
B -0.61854 -3.15028 -1.36196
C -1.63185 -2.81125 -0.19276
C -2.71815 -1.78285 -0.45404
O -3.74701 -1.74669 0.20031
O -2.48773 -0.81580 -1.38663
H 1.32791 -0.81058 0.58748
H 1.16260 0.59738 -0.48190
H 2.63796 -0.30539 -0.51214
H 0.03745 -0.85773 -1.80028
H 1.63370 -1.10623 -2.41212
H 1.20605 -2.87687 -0.16552
H -0.96011 -3.70150 -2.36147
H -1.09834 -2.53082 0.70791
H -2.18465 -3.71495 0.04008
H -2.01030 -1.15960 -2.14362
C -0.00006 2.84563 1.09818
C -0.04241 4.33540 1.36664
O 0.53588 4.42022 2.67268
C 1.31476 3.32834 2.87131
O 2.05561 3.18292 3.78012
O 1.12200 2.42322 1.87756
H 0.15589 2.60662 0.04990
H -0.89365 2.33046 1.45521
H 0.57751 4.90317 0.67047
H -1.04784 4.74671 1.37038
*
```

Values from the calculation:
HOMO in eV: -9.6
Orbital gap in eV: 9.2
E_LUMO in eV: -0.37
Energy relative to the best compared isomer or geometry (same formula, charge and spin) in kcal/mol: 3.11
F_max in eV/A: 2.2
SMILES string: CC[C@H](I)BCC(=O)O.O=C1OCCO1

Computed Löwdin charges, given in elementary charges:
1 C -0.07
2 C -0.30
3 C -0.72
4 I 0.83
5 B -0.23
6 C -0.05
7 C -0.49
8 O 0.10
9 O 0.09
10 H 0.08
11 H 0.05
12 H 0.08
13 H 0.08
14 H 0.08
15 H 0.06
16 H 0.08
17 H 0.12
18 H 0.12
19 H 0.09
20 C -0.13
21 C -0.12
22 O 0.06
23 C -0.57
24 O 0.18
25 O 0.05
26 H 0.12
27 H 0.14
28 H 0.13
29 H 0.13